Record 1
22
Properties=species:S:1:pos:R:3:forces:R:3 method="wB97M-V/def2-TZVPD" multiplicity=1 max_force_ev_per_a=3.36 e_lumo_ev=3.40 charge=-2 homo_lumo_gap_ev=6.443 homo_ha=-0.112
K 0.5284 0.3527 -1.3066 -0.1 -0.1 -0.3
K 2.2375 -3.9139 -0.1329 -1.2 0.1 0.2
Ag -1.9225 3.5364 1.5881 -0.7 -1.0 -0.1
Ag -1.6346 -2.1430 -0.1179 0.2 -1.0 0.5
N -0.2617 -2.7245 -2.8272 -2.8 1.6 0.8
O 0.0976 -2.9528 -1.5860 0.1 0.3 -1.4
O 0.3974 -3.0506 -3.7725 1.9 -1.1 -0.6
O -1.3521 -2.1055 -3.0465 1.3 -0.7 1.3
N -1.3011 6.1675 1.3082 -0.3 1.6 -1.8
O -0.4097 6.9953 1.1377 -0.2 0.0 0.0
O -1.2270 5.4357 2.3379 -0.3 -0.8 0.2
O -2.2679 6.0742 0.4810 1.3 -0.4 1.5
N 4.8898 -2.6630 0.8263 -1.0 -0.2 0.7
O 6.0446 -2.3288 0.9673 1.0 0.4 0.0
O 3.9438 -2.0046 1.3396 0.2 -0.2 -0.5
O 4.6049 -3.7273 0.2071 0.7 -0.1 -0.3
S -2.2342 0.7577 0.0908 0.5 -1.6 0.4
O -2.9219 1.5785 1.1378 0.3 0.6 -0.7
O -0.9431 0.2583 0.6351 0.6 -0.1 1.0
O -3.0254 -0.4635 -0.2253 -0.9 1.1 0.2
O -1.8766 1.4698 -1.1328 -0.4 1.2 -0.6
I -1.3663 -4.5486 2.0908 0.2 0.4 -0.6

---

Record 2
18
Properties=species:S:1:pos:R:3:forces:R:3 method="wB97M-V/def2-TZVPD" multiplicity=2 max_force_ev_per_a=1.20 e_lumo_ev="7.59 / 5.54" charge=-3 homo_lumo_gap_ev="7.837 / 5.381" homo_ha="-0.009 / 0.006" s2=0.756
Ag 0.0373 1.6181 -1.0014 -0.5 -0.1 -0.5
Cl 0.2409 3.8497 -2.1622 -0.2 -0.4 0.1
P -2.0773 -2.4578 -0.8530 -0.2 1.1 -0.4
F -1.8850 -2.6099 0.7492 0.1 0.1 -0.1
F -2.9836 -3.8296 -0.8499 0.1 -0.1 0.0
F -3.4255 -1.5843 -0.5999 -0.1 -0.3 -0.1
F -2.3060 -2.3570 -2.4731 -0.1 -0.2 0.2
F -1.2283 -1.0750 -0.9204 -0.1 -0.6 0.4
F -0.7409 -3.3139 -1.0948 0.1 -0.4 0.0
P 2.1409 1.3791 1.6289 -0.8 0.3 -0.5
F 3.5115 2.1161 2.0778 0.2 0.3 0.1
F 1.2662 2.4670 2.4505 0.0 -0.1 0.2
F 2.0005 2.3738 0.3240 0.4 -0.3 0.4
F 0.7822 0.5802 1.1654 0.4 0.4 0.2
F 3.0019 0.3538 0.7556 0.3 -0.3 0.2
F 2.2139 0.4588 2.9525 0.2 -0.3 0.1
Br 1.6460 0.1462 -2.6350 -0.3 0.5 0.3
Br -2.1948 1.8847 0.4858 0.5 0.3 -0.4

---

Record 3
15
Properties=species:S:1:pos:R:3:forces:R:3 method="wB97M-V/def2-TZVPD" multiplicity=2 max_force_ev_per_a=2.69 e_lumo_ev="-0.60 / -2.77" relative_energy_ev=0.508 homo_lumo_gap_ev="8.515 / 5.502" homo_ha="-0.335 / -0.304" s2=0.762
Ag 0.3073 0.5056 -0.3295 1.7 2.0 -0.6
Cl 0.8471 1.7130 -2.6379 -0.2 -0.5 1.0
Cl 2.1638 2.0608 1.0779 -0.8 -0.6 -0.6
O -0.8781 -1.2979 -1.1192 -0.5 -0.5 0.2
H -1.4765 -1.6284 -1.7892 -0.2 0.2 -0.4
H -0.5654 -2.0824 -0.6687 0.3 -0.2 0.0
O -0.5021 -0.2516 1.7674 -0.3 -0.3 0.0
H -1.1920 -0.9138 1.7261 -0.3 -0.2 -0.1
H -0.1464 -0.3304 2.6525 0.4 0.3 0.3
O -1.4508 1.9444 -0.0632 -0.8 0.2 0.2
H -1.6352 2.8417 -0.3407 0.3 0.3 -0.3
H -2.1406 1.7421 0.5689 -0.1 -0.1 0.3
O 1.9352 -1.1839 -0.3650 0.1 -0.7 0.1
H 2.7915 -1.2543 -0.7870 0.3 0.3 -0.3
H 1.9422 -1.8650 0.3074 0.1 -0.1 0.3

---

Record 4
111
Properties=species:S:1:pos:R:3:forces:R:3 method="wB97M-V/def2-TZVPD" multiplicity=1 max_force_ev_per_a=5.27 e_lumo_ev=-11.90 relative_energy_ev=0.000 charge=+2 homo_lumo_gap_ev=1.891 homo_ha=-0.507
Al -2.6595 1.2928 0.2553 1.9 -0.6 -0.1
B 0.2762 0.3042 -0.2613 -1.0 1.3 1.3
H -0.4574 0.3014 -1.0525 -2.9 0.5 -4.4
H -0.2029 -0.0988 0.6175 -1.2 -1.7 4.1
H 1.2105 -0.1539 -0.5467 2.8 -2.8 -1.0
H 0.5374 1.3193 -0.0050 0.0 3.8 0.7
O 2.6319 2.8375 4.1487 -0.3 0.4 0.0
H 3.2567 2.1678 3.8706 0.7 -0.5 0.2
H 3.0287 3.6644 3.8747 0.0 0.3 0.1
O -4.5533 -3.5133 -1.3763 -0.3 0.3 0.3
H -3.6870 -3.3008 -1.7234 0.4 0.1 -0.3
H -4.6433 -4.4560 -1.5163 -0.2 -0.3 -0.1
O 3.0224 -3.8265 0.1238 0.0 -0.3 -0.4
H 2.3091 -3.2043 0.2663 -0.3 0.4 0.1
H 3.1857 -4.2062 0.9871 0.1 -0.2 0.2
O -2.4847 0.0085 -2.5817 -0.5 0.6 0.7
H -3.0646 0.0926 -3.3387 -0.2 -0.2 -0.2
H -1.7689 -0.5480 -2.8885 0.6 -0.4 -0.2
O 1.8172 -3.6938 -3.9124 -0.1 -0.4 -0.4
H 1.3538 -3.1611 -3.2661 0.1 0.3 0.3
H 2.5194 -3.1270 -4.2316 0.2 0.0 -0.1
O -0.0669 0.4946 -4.4903 0.2 -0.7 -0.1
H 0.8419 0.7386 -4.6655 0.4 0.0 -0.1
H -0.4707 1.2962 -4.1575 0.1 0.3 0.2
O -3.1898 -3.2200 3.7455 -0.1 0.7 0.6
H -3.0821 -3.3345 2.8013 0.1 -0.4 -0.9
H -4.0844 -3.5111 3.9220 -0.2 -0.1 0.4
O -1.0570 2.8950 -4.0599 -0.4 0.3 -0.1
H -1.4905 2.7637 -4.9032 -0.2 0.0 -0.4
H -0.7120 3.7868 -4.1038 0.5 0.4 -0.2
O 3.2242 4.2145 0.4708 -0.4 -0.1 -0.1
H 2.5624 4.8444 0.1853 -0.2 0.3 -0.1
H 3.9759 4.7523 0.7197 0.4 0.3 0.2
O 4.6527 2.1960 -4.1522 0.0 0.6 -0.4
H 4.1595 2.7729 -3.5689 -0.1 0.1 0.1
H 4.5235 1.3200 -3.7889 0.2 -0.7 0.2
O -2.2491 -1.8228 -0.0607 0.4 1.9 0.3
H -2.4344 -2.4799 0.6101 -0.4 -0.6 0.3
H -2.0655 -2.3313 -0.8506 0.0 -0.2 -0.9
O 2.5057 1.6068 1.4700 0.2 -0.4 0.4
H 2.0212 1.1386 0.7901 -0.2 -0.3 0.1
H 2.2370 2.5201 1.3704 0.0 0.5 0.1
O 1.0583 -2.1398 1.5210 0.1 -0.8 -0.2
H 1.0676 -2.0640 2.4752 0.1 0.2 0.6
H 0.6188 -1.3440 1.2214 -0.2 0.2 -0.2
O 5.1703 -2.3602 0.7374 0.5 0.5 0.5
H 5.7180 -2.0502 0.0161 0.3 0.2 -0.1
H 4.4472 -2.8189 0.3097 -0.5 -0.4 -0.3
O -1.2818 -1.8718 -4.8378 -0.6 -0.4 0.2
H -1.9029 -1.6378 -5.5276 -0.2 -0.2 -0.3
H -0.6094 -1.1918 -4.8797 0.6 0.5 0.1
O -0.6532 2.6792 1.9444 -0.8 0.0 -1.6
H -0.5212 3.6165 2.0865 -0.4 0.4 -0.2
H -0.2922 2.2645 2.7280 0.4 -1.0 1.2
O 1.8944 4.5547 -2.7785 -0.5 0.1 0.1
H 2.6151 5.0513 -3.1662 0.2 0.2 -0.3
H 2.2898 4.0979 -2.0361 0.2 -0.5 0.1
O 5.0802 2.0565 0.4238 0.4 -0.1 -0.5
H 4.7492 2.9146 0.1583 0.1 0.1 -0.1
H 4.4594 1.7546 1.0870 -0.1 -0.1 0.3
O 4.2417 -0.3024 -2.7374 0.5 -0.3 -0.4
H 3.5789 -0.8662 -3.1362 -0.1 -0.3 -0.1
H 3.7394 0.3578 -2.2599 -0.4 0.3 0.5
O -1.7005 -0.0770 2.7395 -0.6 0.1 -1.0
H -1.0171 0.3434 3.2616 0.7 0.7 0.3
H -2.0236 -0.7870 3.2942 -0.4 -0.4 0.1
O -3.7194 2.4477 2.9618 0.2 -0.2 -0.8
H -4.4027 3.0665 3.2197 -0.4 0.2 -0.1
H -3.5029 1.9794 3.7681 0.3 -0.3 0.2
O 0.3618 1.4484 4.2137 -1.7 0.4 -0.5
H 1.1820 1.9406 4.1791 0.8 0.8 0.1
H 0.6309 0.5452 4.3811 0.4 -0.9 0.3
O -2.8534 4.4453 0.4533 0.2 -0.8 0.0
H -3.2789 5.0249 1.0851 -0.2 0.1 0.4
H -3.0295 4.8471 -0.3975 -0.1 0.0 -0.3
O 1.0946 -1.0722 4.4297 0.7 0.4 -0.5
H 0.4489 -1.7354 4.6735 -0.9 -0.7 0.2
H 1.9134 -1.3801 4.8182 0.4 0.2 0.2
O -1.0571 3.2444 -1.4099 -0.3 -0.2 0.9
H -0.7278 4.1423 -1.3699 0.3 0.3 0.4
H -0.8505 2.9524 -2.2978 -0.1 -0.5 -0.3
O -0.6434 -2.9852 4.6077 0.6 -0.1 0.1
H -1.5559 -3.0878 4.3373 -0.9 -0.1 0.0
H -0.4005 -3.8406 4.9621 0.1 -0.2 0.2
O -5.2131 0.2925 -1.2163 0.7 0.5 0.2
H -5.1813 -0.5121 -1.7338 0.3 -0.5 -0.1
H -6.1470 0.4586 -1.0881 -0.3 0.3 0.2
O -4.9505 -0.3807 1.6822 0.5 0.6 -0.2
H -4.9999 -0.4383 2.6364 0.1 0.1 0.4
H -5.5250 -1.0795 1.3695 -0.1 -0.3 -0.4
O 2.6336 1.6022 -1.5428 0.1 0.5 -0.6
H 1.7825 1.2738 -1.2530 -0.4 0.1 -0.2
H 3.0904 1.8319 -0.7337 0.7 0.1 0.4
O -1.6811 -3.2111 -2.5631 -0.5 -0.4 1.3
H -1.4741 -2.8593 -3.4289 0.2 0.6 -1.1
H -1.6604 -4.1610 -2.6788 0.1 -0.4 0.0
O 0.0616 -4.9842 1.6869 -0.6 -0.1 0.0
H 0.4870 -4.1349 1.5686 0.3 0.7 -0.2
H 0.5844 -5.4231 2.3579 0.0 -0.3 0.1
O 0.8693 -2.0993 -1.8674 0.1 -0.2 -0.3
H 0.8636 -1.2977 -1.3443 0.1 0.1 0.0
H 0.1127 -2.5953 -1.5549 -0.3 -0.4 0.0
O -2.6601 -4.1159 1.2746 -0.4 0.3 -0.1
H -1.7750 -4.4179 1.4783 1.2 -0.5 0.2
H -3.1802 -4.9175 1.2184 -0.3 -0.2 -0.2
O 4.4895 0.7239 3.4125 -0.2 0.3 0.2
H 3.7565 0.6732 2.7989 -0.3 -0.2 -0.5
H 4.7830 -0.1818 3.5110 0.3 -0.2 0.0
O -3.6442 2.7240 -2.2812 -0.4 -0.3 0.8
H -3.4540 3.5830 -2.6582 0.3 0.3 0.0
H -3.7335 2.1443 -3.0377 -0.1 -0.2 0.0

---

Record 5
29
Properties=species:S:1:pos:R:3:forces:R:3 method="wB97M-V/def2-TZVPD" multiplicity=1 max_force_ev_per_a=3.64 e_lumo_ev=-5.37 relative_energy_ev=0.000 charge=-1 homo_lumo_gap_ev=4.956 homo_ha=-0.379
Al 25.7422 -7.2213 0.6382 3.5 -0.1 0.2
P 29.0335 -8.6161 0.1436 0.4 1.0 0.0
F 28.8157 -7.4808 1.2965 0.2 0.1 -0.7
F 29.8476 -9.4460 1.2152 -0.2 -0.5 -0.2
F 27.5462 -9.1917 0.6455 -2.1 0.0 0.2
F 28.9961 -9.8498 -0.8759 0.4 0.4 -0.2
F 28.0998 -7.6802 -0.8558 -0.1 0.0 0.2
F 30.3314 -7.9532 -0.4954 -0.4 -0.3 0.3
P 25.6778 -8.7630 3.7606 1.9 -1.6 1.0
F 24.7640 -8.8355 2.2893 -0.6 0.5 -2.3
F 25.9103 -7.2258 3.2395 -0.1 1.3 -0.8
F 24.3468 -8.3370 4.5106 0.2 0.0 -0.3
F 26.6052 -8.5742 5.0322 -0.5 0.5 -0.3
F 25.4479 -10.3092 4.0728 -0.9 0.4 -0.3
F 26.9187 -9.1820 2.8426 -0.2 0.3 0.6
P 25.0638 -5.9984 -2.5868 1.3 2.1 -2.7
F 26.2572 -7.0487 -2.1462 -1.1 -0.2 1.0
F 25.5870 -4.9617 -1.4742 -0.1 -0.4 0.4
F 26.0472 -5.3794 -3.6830 -0.2 0.1 0.3
F 23.8717 -4.9827 -2.9505 0.1 -0.4 0.3
F 24.5126 -7.0316 -3.6629 -0.2 -0.6 0.6
F 24.1145 -6.6487 -1.3936 -0.1 -1.4 2.3
P 27.6199 -4.1646 1.4546 0.8 1.5 -1.8
F 25.9902 -4.2109 1.4121 -0.9 -0.4 0.1
F 27.5945 -2.9678 0.3528 0.0 0.3 0.9
F 27.6270 -3.1229 2.6613 -0.5 -0.8 0.1
F 29.2091 -4.1869 1.4504 -0.2 -0.5 0.0
F 27.5322 -5.5262 2.3275 0.1 0.3 0.0
F 27.5777 -5.0939 0.0383 -0.6 -2.0 0.8

---

Record 6
18
Properties=species:S:1:pos:R:3:forces:R:3 method="wB97M-V/def2-TZVPD" multiplicity=1 max_force_ev_per_a=6.88 e_lumo_ev=-8.21 homo_lumo_gap_ev=2.350 homo_ha=-0.388
Al 0.5232 0.7612 1.6243 0.0 -0.3 -0.7
N 1.2644 -0.6524 -0.6612 1.6 0.7 -1.6
S 0.8050 -1.9303 -1.4394 -4.4 -5.1 1.3
O 1.5541 -3.1238 -1.2082 0.8 0.7 -0.2
O 0.2200 -1.7765 -2.7256 0.4 0.9 -0.1
F -0.4609 -2.2352 -0.4785 0.2 0.7 -0.3
S 2.5834 -0.3218 -1.6440 2.8 3.8 2.1
O 2.3115 0.3286 -2.8647 -0.9 -0.3 -0.4
O 3.7031 -1.1721 -1.5168 -0.4 -1.1 -0.1
F 3.0454 0.8851 -0.6734 -0.4 0.1 0.0
N -1.3689 4.1496 0.7831 -0.2 0.3 -1.1
O -0.5700 3.4703 1.4389 0.0 -0.5 0.5
O -0.9713 4.8832 -0.1104 0.2 0.0 0.1
O -2.5750 4.0650 0.9790 0.0 -0.2 0.5
N -2.5286 -1.8543 2.1293 -0.3 0.5 -0.2
O -3.3506 -1.2192 1.4752 -0.1 0.0 0.0
O -1.3571 -1.4372 2.1094 0.6 0.1 0.2
O -2.8278 -2.8202 2.7829 0.1 -0.2 0.1

---

Record 7
3
Properties=species:S:1:pos:R:3:forces:R:3 method="wB97M-V/def2-TZVPD" multiplicity=1 max_force_ev_per_a=0.69 e_lumo_ev=-8.95 charge=+1 homo_lumo_gap_ev=3.444 homo_ha=-0.455
Al 0.9948 -2.7332 2.1361 -0.2 0.5 -0.1
I -0.6212 1.9916 -3.4815 0.0 -0.2 0.7
I -0.3736 0.7416 1.3454 0.2 -0.3 -0.5